Model 1:
9
Properties=species:S:1:pos:R:3 method="wB97M-V/def2-TZVPD" smiles="[H]/N=c1/nco[nH]1" homo_lumo_gap_ev=10.7 homo_ha=-0.3765
C 0.771 -0.032 0.043
C -1.222 -0.718 -0.023
H 2.457 0.699 -0.393
H -2.143 -1.334 -0.138
H -0.136 1.258 1.204
N 1.970 -0.191 -0.179
N -0.026 -1.102 0.222
N -0.068 1.141 0.172
O -1.325 0.618 -0.288

Model 2:
9
Properties=species:S:1:pos:R:3 method="wB97M-V/def2-TZVPD" homo_lumo_gap_ev=10.0 homo_ha=-0.3714
C -1.465 -0.167 0.173
C 0.522 -0.035 0.002
N -0.131 -0.852 0.595
O 2.767 -0.326 0.121
N 2.487 0.646 -0.545
N 1.120 0.863 -0.644
H -1.538 0.860 0.553
H -1.600 -0.167 -0.915
H -2.162 -0.821 0.661

Model 3:
9
Properties=species:S:1:pos:R:3 method="wB97M-V/def2-TZVPD" smiles=Oc1nc[nH]n1 homo_lumo_gap_ev=10.1 homo_ha=-0.3377
C 0.692 -0.097 -0.113
C -1.291 0.865 0.052
H 2.174 0.847 0.423
H -2.213 1.331 0.499
H -2.131 -1.226 -0.277
N -0.003 1.076 -0.211
N -1.374 -0.583 0.122
N -0.195 -1.178 -0.056
O 2.097 -0.095 0.093

Q: What are the energies relative to the best structure? A: model 1 0.0263; model 2 0.1170; model 3 0.0000, in hartree.

Model 1:
9
Properties=species:S:1:pos:R:3 method="wB97M-V/def2-TZVPD" homo_lumo_gap_ev=10.1 homo_ha=-0.3740
O -1.874 -0.643 0.052
C -0.638 -0.112 0.062
N 0.503 -0.922 0.290
C 1.465 -0.091 -0.154
N 1.002 1.072 -0.634
N -0.311 1.069 -0.512
H -2.476 0.060 -0.234
H 2.518 -0.317 -0.066
H -0.131 -0.150 1.208

Model 2:
9
Properties=species:S:1:pos:R:3 method="wB97M-V/def2-TZVPD" homo_lumo_gap_ev=9.2 homo_ha=-0.3387
N 0.242 -0.114 -1.674
C -0.102 0.044 -0.360
N -0.590 1.151 0.140
O -0.557 1.085 1.469
N -0.074 -0.324 1.754
C 0.188 -0.953 0.640
H -0.209 0.513 -2.316
H 0.304 -1.080 -1.951
H 0.798 -0.321 2.297

Model 3:
9
Properties=species:S:1:pos:R:3 method="wB97M-V/def2-TZVPD" smiles=Oc1ncn[nH]1 homo_lumo_gap_ev=10.3 homo_ha=-0.3557
O 0.452 -0.550 -1.851
C 0.197 -0.104 -0.617
N 0.747 0.870 0.059
C 0.069 0.788 1.252
N -0.837 -0.152 1.332
N -0.776 -0.712 0.090
H 0.888 0.142 -2.362
H 0.288 1.418 2.104
H -0.998 -1.688 -0.008

Model 4:
9
Properties=species:S:1:pos:R:3 method="wB97M-V/def2-TZVPD" homo_lumo_gap_ev=9.3 homo_ha=-0.3212
N -0.909 -1.193 -0.435
C -0.671 0.121 0.103
C 0.602 0.820 -0.155
N 1.726 0.209 0.068
N 2.710 -0.313 0.279
O -0.672 -0.947 0.996
H -1.925 -1.328 -0.491
H -1.522 0.803 0.174
H 0.662 1.829 -0.539

Q: What are the energies relative to the best structure? A: model 1 0.1044; model 2 0.1596; model 3 0.0000; model 4 0.1505, in hartree.

Model 1:
9
Properties=species:S:1:pos:R:3 method="wB97M-V/def2-TZVPD" homo_lumo_gap_ev=9.8 homo_ha=-0.3351
C 0.829 -0.012 0.020
C -1.192 0.804 0.060
H 2.216 0.878 -0.128
H -2.124 1.495 0.346
H -1.939 -1.452 0.120
N 2.089 -0.209 0.087
N 0.041 1.178 -0.115
N -1.436 -0.605 -0.029
O -0.104 -1.028 -0.053

Model 2:
9
Properties=species:S:1:pos:R:3 method="wB97M-V/def2-TZVPD" homo_lumo_gap_ev=10.0 homo_ha=-0.3653
C 0.016 -1.225 -0.365
C 0.015 0.150 0.094
N 0.755 0.625 1.045
O 0.721 1.880 1.123
N -0.764 2.218 -0.007
N -0.820 1.131 -0.451
H -0.981 -1.621 -0.449
H 0.493 -1.328 -1.330
H 0.566 -1.830 0.340

Q: What are the energies relative to the best structure? A: model 1 0.0078; model 2 0.0000, in hartree.

Model 1:
9
Properties=species:S:1:pos:R:3 method="wB97M-V/def2-TZVPD" homo_lumo_gap_ev=9.2 homo_ha=-0.3313
N -1.423 0.103 0.212
C -0.360 -0.535 -0.314
C 1.035 -0.147 -0.230
N 1.575 0.847 0.408
N 2.021 1.733 0.973
O -0.470 -1.582 -0.954
H -2.309 -0.339 0.025
H -1.389 0.979 0.701
H 1.320 -1.059 -0.822

Model 2:
9
Properties=species:S:1:pos:R:3 method="wB97M-V/def2-TZVPD" homo_lumo_gap_ev="8.0 / 8.0" homo_ha="-0.3244 / -0.3243"
N -0.517 -1.189 -1.513
C -0.524 -1.153 -0.194
N 0.398 -0.592 0.486
C 0.611 0.507 1.107
N -0.348 1.544 0.962
O -0.009 2.584 1.488
H 0.152 -0.677 -2.080
H -1.244 -1.688 -1.999
H 1.482 0.664 1.742

Q: What are the energies relative to the best structure? A: model 1 0.0000; model 2 0.0784, in hartree.